# C17H20BCl2IrN6

A structure of composition C17H20BCl2IrN6 (the ωB97M-V functional and the def2-TZVPD basis, OMol25).

Its expectation value of S² is 0.77. The calculation puts the energy at -2036.78679 a.u. As for the net charge: +3. The multiplicity is 2.

```
47
Properties=species:S:1:pos:R:3:forces:R:3:mulliken_spin:R:1
Ir -0.167 0.291 -0.039 2.2904 -2.0371 -3.2241 0.212
C 4.133 -0.162 0.761 -0.5806 0.3361 0.1333 0.142
C 2.894 0.416 1.037 0.7567 0.0379 0.3187 -0.046
N 2.017 0.047 0.110 -2.2842 -0.2012 0.0972 0.129
N 2.657 -0.750 -0.785 0.1581 -0.4623 -0.2276 -0.003
C 3.925 -0.893 -0.417 -0.1305 0.1644 0.2071 0.099
B 1.974 -1.259 -2.074 -0.2258 1.0082 0.0407 -0.019
N 1.464 0.007 -2.792 -0.2883 -0.7222 0.9567 -0.001
C 1.850 0.497 -3.961 -0.6839 1.5865 -0.7317 0.000
C 1.176 1.710 -4.181 -0.0385 -0.7964 0.9108 0.001
C 0.385 1.878 -3.029 0.3274 0.6275 -1.2762 -0.001
N 0.564 0.855 -2.216 -0.6852 -1.3245 2.5850 0.003
N 0.765 -2.144 -1.692 0.3647 -0.5182 -0.4851 -0.002
C 0.520 -3.389 -2.078 0.1827 0.4711 0.0319 0.150
C -0.699 -3.807 -1.515 -0.5239 0.4311 0.4242 0.215
C -1.129 -2.713 -0.769 -0.4231 -0.4195 0.0503 -0.048
N -0.242 -1.728 -0.881 0.3824 2.3587 1.2602 0.168
H 5.041 -0.080 1.327 0.1613 0.0595 0.0847 0.000
H 2.628 1.087 1.831 -0.1335 0.0872 0.2104 0.002
H 4.628 -1.484 -0.972 0.0192 -0.1588 -0.2108 -0.002
H 2.723 -1.861 -2.746 0.2112 -0.2183 -0.1485 0.000
H 2.566 0.007 -4.593 0.0963 -0.2486 0.0137 0.000
H 1.232 2.349 -5.044 0.0236 0.0752 0.0211 0.000
H -0.274 2.696 -2.810 -0.1750 0.1039 0.1448 0.000
H 1.182 -3.940 -2.715 0.3098 -0.0274 -0.1797 -0.004
H -1.194 -4.750 -1.641 -0.0499 -0.1853 0.0130 -0.001
H -2.023 -2.620 -0.181 -0.0752 0.0805 0.1221 0.002
C -3.114 1.712 3.671 -0.2379 0.4857 0.6666 0.000
C -2.791 1.501 2.256 -0.5672 -0.7681 -0.6249 -0.008
C -3.438 0.497 1.500 0.3188 0.6491 0.8584 0.024
C -3.173 0.333 0.155 0.3030 0.1882 -0.3328 -0.013
C -2.280 1.201 -0.516 0.5099 -0.3534 -0.0963 0.012
C -1.610 2.213 0.235 -0.2497 0.1758 -0.0494 0.001
C -1.866 2.340 1.602 0.4495 0.0344 -0.3651 -0.009
H -2.226 1.939 4.266 -0.0058 -0.1919 -0.0511 0.000
H -3.681 0.894 4.108 0.0773 -0.0167 0.0061 0.000
H -3.729 2.621 3.771 -0.0148 -0.1355 -0.1075 -0.001
H -4.189 -0.115 1.980 0.0021 -0.1118 0.0606 0.000
H -3.728 -0.402 -0.413 0.0436 -0.0813 -0.0774 0.002
H -2.336 1.268 -1.598 0.1888 -0.0885 0.0749 -0.001
H -1.106 3.028 -0.274 0.1665 -0.0926 -0.0563 -0.002
H -1.416 3.155 2.151 0.1651 0.0078 0.0898 0.000
Cl 0.539 1.087 4.455 0.0707 -0.5099 -0.2280 0.000
C 0.495 -0.598 3.906 1.2034 0.8256 1.0250 0.000
Cl -0.487 -0.778 2.446 -1.0296 -0.2774 -1.5641 0.000
H 0.033 -1.217 4.682 -0.0932 0.0789 -0.4050 0.000
H 1.510 -0.937 3.684 -0.2867 0.0737 0.0342 0.001
```
Positions in Å, forces in eV/Å.